Density functional theory data (ωB97M-V with the def2-TZVPD basis set) for a molecular structure, C36H48N2OP2S2W.

Geometry (Å):
W1 -0.3739 -0.0127 -0.4309
C1 3.9905 1.5255 -3.5995
C2 2.4838 1.3728 -3.3569
C3 1.7993 0.8727 -4.6333
P1 2.0074 0.4001 -1.8418
C4 3.2438 -1.0036 -1.6906
C5 4.6844 -0.6957 -1.2769
C6 3.2012 -1.8873 -2.9452
C7 2.5614 1.5399 -0.5002
C8 3.2075 2.7662 -0.5769
C9 3.5220 3.4726 0.5819
C10 3.1631 2.9607 1.8200
C11 2.4687 1.7585 1.9056
C12 2.1689 1.0493 0.7466
N1 1.4190 -0.1476 0.7065
C13 1.7893 -1.2326 1.4613
C14 2.9942 -1.2910 2.2063
C15 3.3578 -2.4298 2.8977
C16 2.5583 -3.5705 2.8769
C17 1.3921 -3.5354 2.1310
C18 0.9870 -2.3951 1.4339
P2 -0.4670 -2.3289 0.3541
C19 -1.9386 -2.9352 1.3544
C20 -2.4662 -1.8458 2.2872
C21 -1.7791 -4.2300 2.1529
C22 -0.3221 -3.8466 -0.7599
C23 -1.1496 -3.6500 -2.0306
C24 1.1248 -4.1657 -1.1359
H1 4.1664 2.3703 -4.2768
H2 4.3959 0.6317 -4.0829
H3 4.5619 1.6988 -2.6900
H4 2.0486 2.3467 -3.1244
H5 2.1966 -0.1003 -4.9420
H6 1.9796 1.5784 -5.4533
H7 0.7244 0.7737 -4.4931
H8 2.7939 -1.5788 -0.8834
H9 5.2889 -0.3681 -2.1276
H10 5.1463 -1.6020 -0.8706
H11 4.7355 0.0747 -0.5058
H12 3.7699 -1.4402 -3.7675
H13 2.1750 -2.0468 -3.2930
H14 3.6393 -2.8692 -2.7377
H15 3.4486 3.2120 -1.5339
H16 4.0191 4.4333 0.5080
H17 3.3868 3.5181 2.7235
H18 2.1290 1.3764 2.8625
H19 3.6515 -0.4325 2.2151
H20 4.2902 -2.4341 3.4525
H21 2.8486 -4.4663 3.4135
H22 0.7862 -4.4316 2.0646
H23 -2.6883 -3.0949 0.5697
H24 -1.7048 -1.5731 3.0228
H25 -3.3492 -2.2057 2.8302
H26 -2.7343 -0.9506 1.7332
H27 -1.1596 -4.0583 3.0365
H28 -1.3478 -5.0580 1.5886
H29 -2.7646 -4.5541 2.5044
H30 -0.7511 -4.6888 -0.2204
H31 -0.6222 -3.0010 -2.7265
H32 -2.1169 -3.1788 -1.8384
H33 -1.3246 -4.6164 -2.5229
H34 1.6195 -3.2635 -1.5122
H35 1.1507 -4.9186 -1.9336
H36 1.7088 -4.5375 -0.2944
O1 -2.5598 -0.1569 -0.6633
N2 -3.1320 0.5745 -1.6124
C25 -4.2485 1.2404 -1.3117
C26 -4.9151 1.9666 -2.2634
C27 -4.3986 1.9984 -3.5578
C28 -3.2503 1.3136 -3.8419
C29 -2.5757 0.5757 -2.8482
S1 -1.1195 -0.2864 -3.0466
H37 -4.5559 1.1488 -0.2805
H38 -5.8119 2.5050 -1.9919
H39 -4.8910 2.5799 -4.3284
H40 -2.7990 1.3468 -4.8234
S2 -0.4894 2.4164 -1.4431
C30 0.1238 3.9064 -0.7303
C31 -0.0025 4.2681 0.6186
C32 0.5412 5.4541 1.0998
C33 1.2128 6.3278 0.2528
C34 1.3260 5.9963 -1.0939
C35 0.7935 4.8068 -1.5751
H41 -0.5344 3.6124 1.2926
H42 0.4333 5.6988 2.1525
H43 1.6396 7.2476 0.6327
H44 1.8393 6.6676 -1.7750
H45 0.8879 4.5516 -2.6268
C36 -1.0113 0.8644 1.4957
H46 -0.7126 0.3093 2.3923
H47 -2.0922 1.0221 1.5405
H48 -0.5456 1.8475 1.5817

As for the total charge: -1. The energy above the lowest of the compared OMol25 structures with the same formula, charge and spin comes out at 0.000 eV. As for the spin multiplicity: 2. Its expectation value of S² is 0.758. The calculation puts the gap between HOMO and LUMO (spin up / spin down) at 5.77 / 5.41 eV.

Atomic partial charges in e from the Mulliken method, atoms 1 to 4: W 1.0760; C -1.8972; C 1.4092; C -1.2938


Density functional theory data (ωB97M-V with the def2-TZVPD basis set) for a molecular structure, C36H48N7O2SSc.

Geometry (Å):
Sc1 0.9917 0.0312 0.0941
O1 1.6275 0.7828 1.7910
C1 2.6817 1.2199 2.4315
C2 2.5246 1.9838 3.6004
C3 3.6193 2.4698 4.2814
C4 4.9122 2.2166 3.8221
C5 5.0812 1.4611 2.6812
C6 3.9869 0.9449 1.9798
C7 4.1739 0.1003 0.8074
N1 3.2530 -0.2869 -0.0684
C8 3.8900 -1.1043 -0.9827
C9 5.1999 -1.2084 -0.6621
N2 5.3671 -0.4410 0.4697
H1 1.5147 2.1821 3.9364
H2 3.4722 3.0613 5.1764
H3 5.7708 2.6124 4.3467
H4 6.0884 1.2879 2.3187
H5 3.3506 -1.5532 -1.7970
H6 6.0100 -1.7478 -1.1174
H7 6.2137 -0.3470 1.0003
C10 1.7215 -1.9839 3.2825
C11 0.3252 -1.4235 3.5722
C12 0.0986 -1.2922 5.0783
C13 -0.7237 -2.2761 2.8883
C14 -1.0687 -3.5076 3.4299
C15 -1.9995 -4.3271 2.8156
C16 -2.5874 -3.9195 1.6336
C17 -2.2645 -2.6999 1.0449
C18 -2.9336 -2.3338 -0.2706
C19 -2.8066 -3.4553 -1.3045
C20 -4.4113 -1.9925 -0.0529
C21 -1.3376 -1.8710 1.6948
N3 -0.9784 -0.6090 1.1241
C22 -1.8900 0.2984 1.0386
C23 -1.6317 1.5553 0.4337
C24 -2.4616 2.6680 0.3405
C25 -1.6837 3.6786 -0.2239
C26 -0.4030 3.1436 -0.4359
N4 -0.3748 1.8393 -0.0678
C27 0.8007 3.9166 -0.9384
C28 2.1069 3.2624 -0.4868
C29 0.7598 5.3346 -0.3522
C30 0.7642 4.0226 -2.4699
H8 2.4925 -1.3271 3.6920
H9 1.8921 -2.0954 2.2092
H10 1.8361 -2.9722 3.7360
H11 0.2745 -0.4225 3.1488
H12 0.2233 -2.2452 5.5962
H13 -0.9026 -0.9176 5.2982
H14 0.8253 -0.5950 5.5005
H15 -0.6005 -3.8305 4.3512
H16 -2.2610 -5.2819 3.2537
H17 -3.3099 -4.5666 1.1517
H18 -2.4278 -1.4567 -0.6810
H19 -3.3232 -4.3595 -0.9792
H20 -1.7636 -3.7106 -1.4942
H21 -3.2665 -3.1491 -2.2478
H22 -4.9368 -2.8486 0.3758
H23 -4.8998 -1.7413 -0.9970
H24 -4.5423 -1.1530 0.6313
H25 -2.8865 0.1207 1.4458
H26 -3.4874 2.7291 0.6722
H27 -1.9894 4.6941 -0.4163
H28 2.1433 3.1699 0.5994
H29 2.9537 3.8740 -0.8072
H30 2.2431 2.2773 -0.9357
H31 0.7439 5.3065 0.7386
H32 -0.1168 5.8866 -0.6928
H33 1.6456 5.8886 -0.6706
H34 0.8372 3.0383 -2.9332
H35 1.6040 4.6255 -2.8256
H36 -0.1610 4.5025 -2.7973
O2 0.7026 -3.4694 -2.3451
C31 0.7798 -2.7455 -1.3996
N5 0.8621 -2.0192 -0.4627
C32 -2.0174 -1.8803 -5.6417
C33 -1.6128 -1.8193 -4.1781
N6 -0.3950 -1.0408 -3.9567
C34 -0.2214 0.0227 -3.1672
S1 1.3784 0.3509 -2.6189
N7 -1.2222 0.8278 -2.8081
C35 -2.4842 1.0884 -3.4979
C36 -3.7015 0.7670 -2.6478
H37 -2.9010 -2.5083 -5.7601
H38 -1.2158 -2.3106 -6.2428
H39 -2.2405 -0.8911 -6.0434
H40 -1.4063 -2.8219 -3.8000
H41 -2.4068 -1.4136 -3.5580
H42 0.4617 -1.5638 -4.0687
H43 -0.9441 1.5282 -2.1272
H44 -2.4923 0.5429 -4.4380
H45 -2.4858 2.1506 -3.7524
H46 -3.7576 -0.2971 -2.4152
H47 -4.6138 1.0548 -3.1718
H48 -3.6555 1.3136 -1.7050

As for the total charge: 0. The energy above the lowest of the compared OMol25 structures with the same formula, charge and spin comes out at 0.000 eV. The calculation puts the gap between HOMO and LUMO at 8.09 eV.

Atomic partial charges in e from the Mulliken method, atoms 1 to 4: Sc -0.4689; O 0.2953; C 0.2141; C -0.7694